{"formula": "C33H32NaSbSi", "method": "the ωB97M-V functional and the def2-TZVPD basis", "homo_ev": -6.4, "orbital_gap_ev": 5.88, "lumo_energy_ev": -0.495, "spin_multiplicity": 1, "symbols": ["Na", "C", "C", "C", "C", "C", "C", "Si", "C", "C", "C", "C", "C", "C", "H", "H", "H", "H", "H", "H", "H", "H", "H", "H", "H", "C", "C", "C", "C", "C", "C", "C", "Sb", "C", "C", "C", "C", "C", "C", "C", "C", "C", "C", "C", "C", "C", "C", "H", "H", "H", "H", "H", "H", "H", "H", "H", "H", "H", "H", "H", "H", "H", "H", "H", "H", "H", "H", "H"], "xyz": [[0.446773, 0.190476, -0.098853], [-3.132589, -3.534926, 3.983694], [-1.811507, -3.491445, 4.411206], [-0.967018, -2.486585, 3.959247], [-1.414272, -1.480362, 3.096388], [-2.753340, -1.537643, 2.695983], [-3.600507, -2.554051, 3.120371], [-0.177724, -0.178389, 2.443581], [-0.149015, 1.207498, 3.756880], [-0.879984, 2.393705, 3.640717], [-0.804769, 3.394599, 4.601603], [-0.005864, 3.225267, 5.722790], [0.725689, 2.053920, 5.866650], [0.661179, 1.070225, 4.889904], [-3.791752, -4.324391, 4.323158], [-1.433489, -4.253821, 5.082302], [0.073287, -2.498375, 4.271298], [-3.144290, -0.761464, 2.045561], [-4.631233, -2.573826, 2.785171], [-1.084033, 0.587864, 1.473520], [-1.535332, 2.529929, 2.787027], [-1.382489, 4.303778, 4.481125], [0.047683, 3.999529, 6.478049], [1.358974, 1.913632, 6.734753], [1.263972, 0.174666, 5.009941], [-1.353894, -3.914018, 0.639761], [-0.544854, -4.743878, -0.317479], [-0.353865, -6.103139, -0.090568], [0.378945, -6.884323, -0.973438], [0.930681, -6.316100, -2.110219], [0.748953, -4.960467, -2.353991], [0.022604, -4.176401, -1.465322], [-0.327854, -2.109463, -1.835968], [0.687346, -1.939060, -3.713386], [-0.020743, -1.802799, -4.904016], [0.642075, -1.647869, -6.114692], [2.026684, -1.632472, -6.139468], [2.739997, -1.763933, -4.956159], [2.090621, -1.909865, -3.734053], [2.904968, -2.036199, -2.470650], [-2.322825, -2.379117, -2.550872], [-2.604793, -3.502075, -3.324851], [-3.893393, -3.752252, -3.772679], [-4.913033, -2.875759, -3.435009], [-4.640017, -1.760586, -2.657508], [-3.350140, -1.493112, -2.204232], [-3.102436, -0.276076, -1.349040], [-1.710588, -4.502839, 1.483612], [-2.230394, -3.484145, 0.143699], [-0.765261, -3.091031, 1.051520], [-0.787764, -6.554134, 0.794140], [0.514634, -7.939429, -0.772634], [1.496729, -6.920687, -2.807336], [1.169845, -4.519663, -3.251582], [-1.104193, -1.827229, -4.894782], [0.075989, -1.548167, -7.031912], [2.554855, -1.520056, -7.077593], [3.823622, -1.753334, -4.979470], [3.967580, -2.112858, -2.696872], [2.624419, -2.917636, -1.890081], [2.777692, -1.164964, -1.820475], [-1.811335, -4.198755, -3.572443], [-4.099259, -4.629561, -4.372198], [-5.924946, -3.062353, -3.771206], [-5.443553, -1.084657, -2.389032], [-4.031444, 0.257711, -1.152339], [-2.422559, 0.424369, -1.843182], [-2.664395, -0.542098, -0.383024]], "forces_ev_per_a": [[0.23, 0.12, 0.04], [0.01, 0.01, 0.01], [-0.01, -0.01, -0.04], [0.03, -0.02, -0.01], [-0.05, 0.07, -0.04], [0.00, 0.04, 0.03], [-0.01, 0.02, 0.01], [0.25, 0.06, 0.32], [0.07, -0.10, 0.12], [-0.01, -0.04, 0.00], [-0.02, 0.00, 0.00], [0.01, 0.00, 0.00], [0.01, 0.01, -0.01], [0.00, 0.02, 0.01], [0.00, 0.00, 0.00], [-0.01, 0.01, 0.01], [-0.02, 0.02, 0.01], [-0.01, -0.03, 0.00], [0.01, 0.00, 0.01], [-0.45, 0.03, -0.16], [0.02, 0.02, 0.00], [0.00, -0.01, 0.00], [0.00, 0.00, 0.00], [-0.01, 0.00, 0.00], [-0.02, 0.01, 0.00], [0.01, -0.05, -0.05], [0.00, 0.00, 0.00], [0.01, -0.01, -0.01], [-0.01, 0.01, 0.00], [0.00, 0.01, -0.01], [0.00, 0.00, -0.01], [0.03, -0.01, 0.02], [-0.06, -0.17, -0.29], [0.01, -0.06, -0.01], [-0.02, -0.01, 0.01], [0.01, 0.00, 0.00], [0.00, -0.01, 0.01], [-0.01, 0.01, 0.00], [-0.01, 0.00, 0.00], [-0.01, 0.00, -0.01], [-0.02, 0.03, 0.02], [0.00, 0.00, 0.02], [-0.01, 0.01, 0.00], [0.01, 0.00, -0.01], [0.01, 0.00, 0.00], [0.01, -0.01, 0.00], [0.02, 0.01, 0.00], [-0.01, 0.02, 0.00], [0.01, -0.01, 0.01], [0.01, 0.01, -0.01], [0.00, 0.01, 0.00], [0.00, 0.00, 0.00], [0.00, 0.00, 0.00], [0.00, 0.00, 0.01], [0.01, 0.01, 0.01], [0.00, 0.00, 0.00], [0.00, 0.00, 0.00], [0.00, 0.00, 0.00], [-0.01, 0.00, 0.00], [0.00, -0.01, 0.00], [-0.01, 0.00, -0.01], [0.00, 0.00, 0.00], [0.00, 0.00, 0.00], [0.00, 0.00, 0.00], [0.00, 0.00, 0.00], [0.01, -0.01, 0.00], [0.00, -0.01, 0.00], [-0.02, 0.00, -0.01]]}

=====

{"formula": "C20H20NO", "method": "the ωB97M-V functional and the def2-TZVPD basis", "homo_ev": -11.0, "orbital_gap_ev": 7.64, "total_charge": 1, "lumo_energy_ev": -3.368, "smiles": "[NH3+]C[C@H](c1ccccc1)c1ccc(Oc2ccccc2)cc1", "spin_multiplicity": 1, "symbols": ["O", "C", "C", "C", "C", "C", "C", "C", "C", "C", "C", "C", "C", "C", "C", "C", "C", "C", "C", "C", "C", "N", "H", "H", "H", "H", "H", "H", "H", "H", "H", "H", "H", "H", "H", "H", "H", "H", "H", "H", "H", "H"], "xyz": [[-0.184557, -1.672164, -1.933522], [0.089206, -5.727193, -1.314670], [-0.108653, 6.135068, 0.783819], [-1.069769, -5.080943, -0.825903], [1.179266, -4.995448, -1.866383], [-0.611613, 5.458435, 1.865636], [1.018772, 5.729819, 0.136367], [-1.225346, -3.697961, -0.944014], [0.863328, -3.684905, -2.157356], [-0.189105, 0.564893, -1.136437], [1.129085, -1.106397, 0.026104], [-0.044550, 4.258018, 2.195327], [1.572261, 4.446000, 0.462525], [0.386112, 1.519089, -0.337038], [1.561982, -0.069034, 0.920007], [-0.253100, -2.988029, -1.708821], [0.208310, -0.757528, -0.995058], [1.022911, 3.709484, 1.481324], [1.233760, 1.210263, 0.720513], [1.705096, 2.323917, 1.683908], [1.664016, 1.865002, 3.238886], [0.375367, 1.276642, 3.673577], [0.200798, -6.806689, -1.208674], [-0.579877, 7.078691, 0.643803], [-1.671677, -5.632663, -0.093350], [2.124043, -5.328336, -2.234339], [-1.446157, 5.849389, 2.473029], [1.379303, 6.430396, -0.611202], [-1.962474, -3.143619, -0.444471], [1.610843, -3.081095, -2.571498], [-0.785722, 0.882643, -1.989019], [1.373315, -2.184873, 0.135126], [-0.521706, 3.674780, 3.055450], [2.435315, 4.079061, -0.108146], [0.079755, 2.556393, -0.621989], [2.214877, -0.503335, 1.677989], [2.792134, 2.498230, 1.416026], [2.423002, 1.151837, 3.532882], [1.896967, 2.674783, 3.849622], [0.379428, 0.242137, 3.471586], [-0.394651, 1.705202, 3.200219], [0.355138, 1.365479, 4.683598]], "forces_ev_per_a": [[-1.38, 2.60, -0.30], [0.99, -0.03, 0.05], [-0.39, 0.97, 1.01], [1.22, -0.03, 0.62], [-3.20, 0.13, -0.30], [-0.74, -0.52, 0.82], [0.48, -1.29, -0.29], [1.98, 0.40, -1.52], [0.12, 0.19, 0.89], [0.52, -0.20, -0.87], [-1.23, 0.69, -0.08], [-0.67, -2.14, 1.67], [0.05, 2.22, -1.23], [-1.12, 1.46, -0.67], [0.48, -4.72, -0.83], [0.36, -3.33, 1.38], [1.21, -1.24, 0.81], [0.66, -1.02, -0.03], [-0.86, 2.86, 0.82], [0.54, -0.02, 1.08], [1.03, -0.33, -2.72], [0.99, -2.00, 0.04], [-0.16, 0.27, 0.26], [0.00, 0.72, -0.78], [-0.20, 0.14, -0.81], [0.28, -0.85, 0.15], [0.52, -0.20, -0.56], [0.47, -0.61, -0.11], [-1.18, 0.43, 0.55], [1.01, 0.86, -0.87], [-0.10, -0.28, 0.26], [0.11, 1.06, 0.12], [0.74, 0.91, -1.07], [-0.36, 0.14, 0.32], [0.56, -0.87, 0.80], [0.09, 0.81, 0.25], [-1.04, -0.20, 0.77], [0.19, -0.44, -0.53], [-0.12, 1.77, 0.92], [-0.24, 1.21, -0.09], [-0.90, 0.35, -0.15], [-0.69, 0.15, 0.24]]}